{
  "formula": "C53H122F6N7O17S2",
  "method": "ωB97M-V with the def2-TZVPD basis set",
  "lumo_energy_ev": [0.23, -3.73],
  "spin_multiplicity": 2,
  "gap_ev": [8.4, 4.4],
  "energy_ev": -140137.3320,
  "homo_energy_ev": [-8.16, -8.16],
  "symbols": ["C", "F", "F", "F", "S", "O", "O", "N", "S", "O", "O", "C", "F", "F", "F", "C", "C", "C", "O", "H", "H", "H", "H", "H", "H", "H", "H", "C", "C", "C", "O", "H", "H", "H", "H", "H", "H", "H", "H", "C", "C", "C", "O", "H", "H", "H", "H", "H", "H", "H", "H", "C", "O", "C", "C", "N", "C", "C", "O", "C", "H", "H", "H", "H", "H", "H", "H", "H", "H", "H", "H", "H", "H", "H", "H", "C", "O", "C", "C", "N", "C", "C", "O", "C", "H", "H", "H", "H", "H", "H", "H", "H", "H", "H", "H", "H", "H", "H", "H", "C", "O", "C", "C", "N", "C", "C", "O", "C", "H", "H", "H", "H", "H", "H", "H", "H", "H", "H", "H", "H", "H", "H", "H", "C", "O", "C", "C", "N", "C", "C", "O", "C", "H", "H", "H", "H", "H", "H", "H", "H", "H", "H", "H", "H", "H", "H", "H", "C", "C", "C", "C", "C", "C", "N", "O", "C", "C", "C", "H", "H", "H", "H", "H", "H", "H", "H", "H", "H", "H", "H", "H", "H", "H", "H", "H", "H", "H", "C", "C", "C", "C", "C", "C", "N", "O", "C", "C", "C", "H", "H", "H", "H", "H", "H", "H", "H", "H", "H", "H", "H", "H", "H", "H", "H", "H", "H", "H"],
  "coordinates": [[2.16141, -2.11034, 0.40354], [2.56647, -1.94180, 1.66471], [2.86354, -1.30248, -0.37735], [2.35374, -3.35144, 0.02395], [0.26380, -1.65133, 0.23439], [-0.24732, -2.85819, -0.36106], [-0.13583, -1.39002, 1.63672], [0.32590, -0.22050, -0.76326], [0.82826, 0.93697, 0.14438], [1.75753, 0.61813, 1.20549], [1.26210, 2.06152, -0.69146], [-0.77999, 1.68573, 0.98960], [-1.36596, 2.59413, 0.22099], [-1.61935, 0.74219, 1.23882], [-0.40262, 2.20070, 2.13790], [5.76616, -0.27096, -0.35958], [5.07930, 1.09070, -0.24487], [5.60320, 1.91870, 0.96461], [5.21394, 1.79182, -1.45607], [5.28948, -0.79865, -1.18567], [5.73416, -0.95880, 0.48538], [6.80927, -0.22184, -0.67198], [4.01623, 0.90520, -0.09131], [6.69245, 1.93995, 0.99903], [5.26760, 1.43341, 1.88111], [5.26393, 2.95395, 0.99993], [4.81166, 2.66338, -1.44339], [-1.40528, 5.35028, -0.87015], [-1.90349, 6.80326, -1.28219], [-0.68887, 7.72210, -1.53833], [-2.56124, 6.60366, -2.49867], [-0.92540, 5.35161, 0.10853], [-0.67133, 4.79086, -1.45022], [-2.25626, 4.66996, -0.83686], [-2.51019, 7.27908, -0.51174], [-0.14999, 7.43187, -2.44026], [0.04562, 7.62254, -0.73913], [-1.04536, 8.75165, -1.57055], [-3.44465, 6.28270, -2.30332], [1.39211, -2.71065, 4.60558], [0.87233, -1.34119, 5.08944], [1.79349, -0.22391, 4.58054], [-0.40254, -1.24589, 4.48190], [2.35262, -2.97372, 5.04865], [1.35345, -2.84749, 3.52489], [0.76877, -3.49963, 5.02636], [0.86514, -1.29144, 6.17828], [2.84398, -0.40381, 4.80902], [1.49287, 0.67210, 5.12358], [1.70079, -0.11966, 3.49950], [-0.19599, -1.38839, 3.55528], [2.00283, 2.61352, -5.64356], [1.81809, 1.39738, -4.86846], [2.90157, 1.26373, -3.95710], [3.01391, -0.15996, -3.38317], [2.40466, -1.16829, -4.28431], [2.30363, -2.44459, -3.51425], [3.70706, -3.11546, -3.30943], [4.56812, -3.18333, -4.47514], [4.03039, -3.85799, -5.60297], [2.99434, 2.70806, -6.08636], [1.90383, 3.44535, -4.94617], [1.18199, 2.67426, -6.35813], [2.79642, 1.91102, -3.08643], [3.81400, 1.45605, -4.52154], [2.47195, -0.13267, -2.43785], [4.05865, -0.31838, -3.11574], [3.15662, -1.49177, -4.87593], [1.69375, -3.22523, -3.96895], [1.79287, -2.26353, -2.56850], [3.56957, -4.10943, -2.88374], [4.19807, -2.56607, -2.50620], [3.05817, -3.47764, -5.91638], [3.85784, -4.92283, -5.44668], [4.65433, -3.82363, -6.49607], [-7.22925, 4.16487, 8.56131], [-6.48737, 3.36880, 7.66776], [-7.09867, 2.16188, 7.21094], [-6.21998, 1.59098, 6.10874], [-6.35546, 2.42396, 4.90692], [-5.07820, 2.25809, 4.19051], [-5.11679, 3.03661, 2.78925], [-4.53263, 4.35245, 2.94905], [-3.15913, 4.51184, 2.94373], [-6.52166, 4.85501, 9.02081], [-7.59651, 3.46387, 9.31085], [-8.01588, 4.74553, 8.07950], [-8.04854, 2.40322, 6.73387], [-7.20950, 1.41102, 7.99326], [-6.45846, 0.59730, 5.72949], [-5.19010, 1.64306, 6.46191], [-6.48065, 3.39191, 5.16671], [-4.81469, 1.20756, 4.06784], [-4.26433, 2.68863, 4.77392], [-6.16814, 3.17097, 2.53485], [-4.71615, 2.43571, 1.97285], [-2.69917, 4.11392, 2.03920], [-2.60220, 4.07996, 3.77525], [-3.04028, 5.59456, 2.90276], [-0.88862, -2.98017, -6.05643], [-0.45538, -1.98650, -5.07815], [-1.02466, -2.21499, -3.79010], [-1.43799, -0.85542, -3.25006], [-0.27286, 0.06018, -3.32800], [-0.65028, 1.52227, -3.24175], [-1.41175, 2.00118, -4.52073], [-0.85365, 1.41865, -5.64925], [-1.38342, 1.88447, -6.93226], [-0.82646, -3.97372, -5.61246], [-0.14216, -3.02921, -6.84920], [-1.88139, -2.72070, -6.42408], [-0.30195, -2.81244, -3.23436], [-1.87579, -2.89467, -3.83137], [-1.76275, -0.96904, -2.21579], [-2.23589, -0.56064, -3.93165], [0.04560, -0.12516, -2.38762], [0.24593, 2.14133, -3.28268], [-1.16112, 1.66656, -2.28974], [-1.25969, 3.07500, -4.62972], [-2.48879, 1.83594, -4.49254], [-2.42753, 1.59888, -7.06020], [-0.81553, 1.54642, -7.79905], [-1.41458, 2.97321, -6.97442], [11.22799, 7.20850, 2.90788], [10.43805, 6.71041, 1.82884], [9.08168, 7.25786, 1.93234], [8.00278, 6.52418, 1.13451], [6.67778, 7.07078, 1.48339], [5.55723, 6.17939, 1.09889], [5.27413, 6.20821, -0.41598], [4.27028, 5.31720, -0.89903], [2.94572, 5.48049, -0.31562], [11.38248, 8.25995, 2.66564], [12.12228, 6.58750, 2.95989], [10.76475, 7.26383, 3.89300], [9.14670, 8.32642, 1.72727], [8.76204, 7.18730, 2.97203], [8.01689, 5.45140, 1.32699], [8.20822, 6.66610, 0.07349], [6.54820, 7.93190, 0.97174], [4.67481, 6.46078, 1.67358], [5.69157, 5.11747, 1.30473], [6.22438, 6.06371, -0.93004], [4.96857, 7.22121, -0.67782], [3.11263, 5.50705, 0.76120], [2.29523, 4.64485, -0.57381], [2.54956, 6.47174, -0.53603], [-1.51263, -7.44458, 1.64490], [-0.24513, -6.53588, 1.71970], [0.90089, -7.25209, 2.54875], [1.64589, -8.34878, 1.78434], [2.22332, -7.80601, 0.50724], [1.15807, -7.05685, -0.38993], [0.34053, -6.10118, 0.40092], [-0.63156, -5.47155, -0.38846], [1.95263, -6.27446, -1.44492], [0.31255, -8.18693, -1.13199], [-0.57428, -5.26552, 2.53737], [-1.93904, -7.85567, 2.55993], [-1.22093, -8.27757, 1.00526], [-2.36859, -7.05451, 1.09419], [1.66106, -6.51692, 2.81290], [0.42859, -7.74460, 3.39873], [0.98248, -9.19264, 1.59486], [2.42145, -8.69095, 2.46956], [2.57335, -8.69594, -0.01583], [3.12224, -7.20594, 0.64855], [1.32676, -5.69012, -2.11942], [2.58937, -5.55066, -0.93623], [2.54172, -6.96832, -2.04461], [-0.61899, -7.81944, -1.56245], [0.89428, -8.59374, -1.95915], [0.09873, -8.96231, -0.39635], [-1.30297, -4.69740, 1.95914], [0.23102, -4.57099, 2.77657], [-1.13021, -5.46756, 3.45292], [-0.43248, -4.54503, -0.23510], [-5.10726, 0.09295, 0.00973], [-5.04300, -1.13428, -0.90044], [-3.65309, -1.94179, -0.54134], [-3.83909, -2.87132, 0.67675], [-4.98401, -3.84913, 0.50301], [-6.37671, -3.12647, 0.19450], [-6.15987, -2.13349, -0.88784], [-7.30620, -1.68541, -1.50453], [-7.19701, -4.33204, -0.34940], [-7.13154, -2.50638, 1.35938], [-4.86834, -0.66142, -2.36413], [-4.96648, -0.11795, 1.06983], [-6.14270, 0.43228, -0.01873], [-4.49255, 0.90475, -0.37915], [-3.23451, -2.45657, -1.40615], [-2.94462, -1.17347, -0.23175], [-4.00106, -2.31999, 1.60298], [-2.90263, -3.41619, 0.79617], [-5.05446, -4.21171, 1.52851], [-4.70976, -4.62701, -0.20958], [-6.62185, -4.79672, -1.15025], [-7.39693, -5.10204, 0.39575], [-8.14265, -4.00104, -0.77870], [-7.36391, -3.23804, 2.13319], [-6.48855, -1.78593, 1.86496], [-7.94987, -1.84236, 1.08096], [-4.08779, 0.09479, -2.44775], [-5.79343, -0.20443, -2.71549], [-4.70026, -1.50176, -3.03769], [-7.57881, -0.98981, -0.90170]],
  "forces_ev_per_a": [[-0.584, 1.269, 0.497], [-0.263, -0.419, -0.627], [0.311, -0.155, -0.252], [-0.087, -0.328, 0.029], [1.739, 0.151, 3.078], [-0.579, 1.565, -1.124], [0.230, -0.275, -3.112], [-1.008, -4.109, 1.525], [1.283, 5.214, 1.229], [-1.059, -0.337, -0.640], [-0.786, -1.364, 0.108], [2.335, -0.637, -0.407], [0.104, 0.236, -0.208], [-1.728, -1.353, 0.077], [0.207, 0.838, 0.349], [0.135, -0.149, -1.107], [-0.037, 0.528, 1.576], [-0.013, -0.689, -0.191], [0.743, -0.392, -1.088], [-0.144, -0.125, -0.064], [-0.333, 0.507, 0.351], [0.154, 0.469, 0.159], [-0.135, -0.026, 0.253], [0.111, -0.047, -0.189], [-0.044, -0.001, 0.099], [-0.291, -0.068, -0.300], [-0.155, 0.115, 0.479], [-0.452, 0.674, 1.122], [2.938, -1.952, -0.183], [-0.490, -0.339, 0.338], [-0.955, 0.749, -0.755], [-0.293, 0.110, 0.384], [0.098, 0.820, -0.912], [-0.236, 0.125, 0.256], [-0.290, -0.351, 0.080], [-0.320, 0.107, -0.208], [-0.174, 0.098, 0.259], [0.300, 0.065, -0.282], [-0.117, -0.069, -0.127], [0.024, -0.602, 1.573], [1.456, -1.050, -1.749], [-0.348, -0.056, 0.572], [-0.451, 0.697, 0.953], [0.486, 0.291, -0.474], [0.321, 0.375, 0.085], [-0.475, 0.034, -0.069], [-0.670, -0.151, -0.027], [0.025, -0.167, 0.111], [0.075, 0.376, -0.449], [-0.083, 0.208, 0.079], [-0.426, 0.097, -0.324], [-0.783, -0.569, 1.319], [0.725, 0.818, -0.555], [0.272, -0.874, -0.536], [-0.993, 0.713, -0.280], [0.620, -1.397, 1.741], [0.577, -0.467, -0.299], [-0.512, 0.061, 0.339], [-0.586, 0.487, 0.278], [-0.757, -0.488, -0.052], [-0.012, -0.390, -0.244], [-0.017, 0.413, 0.013], [0.318, -0.161, -0.085], [0.160, 0.537, -0.147], [0.255, 0.392, 0.207], [-0.194, -0.407, -0.030], [0.129, -0.170, -0.143], [0.129, 0.819, -1.159], [-0.299, 0.440, -0.750], [0.400, -0.007, 0.285], [-0.167, -0.328, -0.214], [0.664, 0.158, -0.486], [-0.172, 0.374, 0.096], [0.115, -0.247, 0.531], [0.534, 0.533, 0.455], [0.445, -0.794, 0.167], [0.563, -0.348, -0.805], [0.119, 0.035, -0.592], [-0.335, 1.188, -0.302], [0.893, -0.806, -0.377], [-0.388, 1.530, -1.759], [0.283, -0.191, 1.983], [-1.806, -1.053, -0.302], [0.602, 0.221, -0.672], [-0.070, -0.023, 0.020], [-0.546, 0.462, 0.413], [-0.252, -0.169, -0.067], [-0.456, -0.109, 0.288], [-0.194, 0.192, 0.395], [-0.127, -0.292, 0.844], [0.227, -0.344, 0.241], [0.257, 0.211, 0.082], [-0.412, -0.141, -0.101], [0.295, 0.107, 0.065], [0.029, 0.341, 0.126], [0.712, 0.177, -0.056], [0.016, -0.173, -0.314], [-0.229, -0.020, 0.405], [0.408, -0.025, 0.268], [1.006, 0.576, 0.984], [-0.922, -0.945, -0.736], [0.628, -0.818, -0.819], [0.535, -0.915, -2.360], [-3.725, 1.590, 1.596], [0.785, 0.011, -3.124], [-0.309, 0.344, 0.283], [0.191, -0.720, -2.016], [-0.391, 0.303, 1.321], [-0.493, -0.132, 0.166], [-0.169, 0.542, -0.142], [0.000, -0.241, -0.079], [0.163, 0.537, 0.667], [-0.508, 0.291, -0.128], [0.086, 0.405, 0.168], [-0.001, 0.491, 0.330], [2.609, -0.385, 0.701], [0.215, -0.571, 0.621], [-0.204, -0.096, 0.002], [-0.167, 0.405, 0.541], [-0.305, -0.208, 0.217], [-0.100, -0.417, 0.098], [0.311, -0.396, 0.583], [0.320, 0.281, 0.206], [-0.220, 0.468, -0.903], [-1.805, -0.218, 0.640], [0.813, -0.609, 0.846], [0.408, 0.562, -0.570], [-0.126, -1.181, -0.065], [-0.309, -0.072, -0.502], [-0.714, 0.831, 0.347], [-0.191, -0.586, -0.053], [1.856, 0.544, 0.795], [0.897, 0.180, 0.098], [0.078, 0.403, -0.084], [-0.515, -0.672, 0.037], [-0.235, 0.181, -0.425], [0.040, -0.047, 0.242], [0.091, 0.075, 0.227], [0.139, -0.215, -0.270], [-0.034, 0.272, 0.072], [0.033, 0.238, -0.036], [0.698, 0.085, 0.566], [-0.256, -0.609, -0.283], [-0.117, 0.437, -0.079], [-0.502, -0.373, 0.199], [0.231, 0.170, -0.277], [-0.284, -0.038, -0.547], [0.497, -0.392, -1.353], [0.761, 0.192, 1.286], [-0.724, -0.430, -1.400], [-0.463, 0.720, 0.789], [-0.605, -0.117, -0.660], [-0.237, -1.032, -0.683], [0.819, -0.926, 1.589], [-0.296, -0.609, -0.275], [-0.273, 0.285, 0.276], [0.444, 0.874, 0.675], [-1.079, 0.296, -0.739], [0.572, 0.269, 0.354], [-0.084, -0.390, 0.264], [0.183, 0.743, 0.018], [-0.276, 0.190, 0.391], [0.079, 0.532, 0.376], [-0.020, -0.084, -0.088], [0.202, -0.287, -0.208], [0.040, 0.163, -0.655], [-0.190, 0.360, 0.291], [-0.287, -0.163, -0.020], [0.236, -0.138, -0.037], [0.152, 0.062, 0.063], [-0.014, 0.195, 0.210], [0.125, -0.151, 0.149], [-0.117, -0.190, -0.326], [-0.050, 0.254, -0.170], [0.320, -0.443, -0.192], [0.265, -0.424, 0.176], [-0.115, 0.132, -0.212], [-1.546, -0.374, 0.024], [2.303, -1.964, -0.581], [-1.918, 0.964, 0.926], [0.391, 0.352, -1.156], [-0.435, 1.961, 1.275], [0.342, -1.378, -1.073], [2.602, -1.093, -0.061], [-0.459, 0.502, 0.350], [-0.140, 0.725, -0.765], [1.402, 0.658, 0.916], [-0.860, 0.026, 0.300], [0.575, -0.046, -0.063], [-0.219, 0.491, -0.112], [0.174, -0.116, 0.314], [-0.328, -0.246, -0.054], [0.212, 0.232, -0.191], [0.095, 0.363, -0.078], [0.054, -0.123, 0.203], [-0.458, -0.943, -0.190], [-0.445, 0.060, 0.005], [-0.108, -0.007, -0.086], [0.122, 0.245, 0.256], [-0.100, -0.023, 0.097], [-0.541, 0.006, -0.210], [0.454, 0.032, 0.201], [-0.514, -0.729, -0.263], [0.170, -0.140, 0.044], [-0.028, 0.161, 0.014], [0.239, -0.066, 0.118], [-0.923, 0.498, -0.093]],
  "lowdin_charge": [-0.63, 0.14, 0.11, 0.16, 0.77, -0.29, -0.31, -0.29, 0.58, -0.28, -0.31, -0.69, 0.12, 0.16, 0.17, -0.05, -0.47, -0.03, -0.04, 0.04, 0.08, 0.08, 0.10, 0.08, 0.08, 0.05, 0.08, -0.06, -0.46, -0.05, -0.05, 0.07, 0.07, 0.06, 0.13, 0.08, 0.06, 0.07, 0.09, -0.07, -0.46, -0.05, -0.06, 0.08, 0.05, 0.07, 0.13, 0.08, 0.08, 0.05, 0.02, -0.06, -0.22, -0.21, -0.18, 0.02, -0.20, -0.17, -0.17, -0.11, 0.09, 0.09, 0.07, 0.11, 0.12, 0.08, 0.11, 0.09, 0.10, 0.08, 0.11, 0.10, 0.07, 0.09, 0.09, -0.11, -0.21, -0.21, -0.22, -0.07, -0.19, -0.15, -0.20, -0.13, 0.09, 0.08, 0.09, 0.12, 0.12, 0.12, 0.11, 0.10, 0.11, 0.10, 0.11, 0.09, 0.06, 0.08, 0.09, -0.06, -0.20, -0.21, -0.11, 0.22, -0.07, -0.22, -0.21, -0.06, 0.08, 0.09, 0.09, 0.10, 0.13, 0.11, 0.13, 0.02, 0.11, 0.13, 0.13, 0.12, 0.08, 0.09, 0.08, -0.12, -0.20, -0.20, -0.20, -0.05, -0.21, -0.22, -0.21, -0.06, 0.08, 0.09, 0.08, 0.12, 0.11, 0.13, 0.11, 0.10, 0.10, 0.10, 0.12, 0.11, 0.07, 0.08, 0.08, -0.02, -0.44, -0.12, -0.20, -0.14, -0.45, -0.09, -0.03, -0.05, -0.02, -0.03, 0.08, 0.05, 0.07, 0.12, 0.12, 0.10, 0.11, 0.11, 0.12, 0.08, 0.06, 0.08, 0.08, 0.07, 0.05, 0.06, 0.06, 0.09, 0.02, -0.04, -0.43, -0.10, -0.18, -0.11, -0.46, -0.13, 0.00, -0.05, -0.03, -0.05, 0.07, 0.08, 0.08, 0.10, 0.08, 0.11, 0.09, 0.12, 0.12, 0.08, 0.08, 0.08, 0.09, 0.07, 0.08, 0.06, 0.08, 0.09, 0.08]
}